{"formula": "C57H59Cl2F12N9O6PS3", "method": "ωB97M-V/def2-TZVPD", "e_homo_ev": -6.08, "total_charge": -1, "energy_ha": -6806.52059, "homo_lumo_gap_ev": 7.62, "species": ["C", "C", "C", "Cl", "C", "C", "Cl", "C", "P", "O", "O", "S", "C", "C", "C", "C", "C", "C", "F", "S", "C", "C", "C", "C", "S", "O", "O", "C", "F", "F", "C", "F", "F", "C", "F", "F", "F", "C", "C", "C", "C", "F", "F", "F", "C", "F", "N", "C", "O", "O", "H", "H", "H", "H", "H", "H", "H", "H", "H", "H", "H", "H", "H", "H", "H", "H", "H", "H", "H", "N", "C", "C", "C", "C", "H", "H", "H", "H", "H", "N", "C", "C", "C", "C", "H", "H", "H", "H", "H", "N", "C", "C", "C", "C", "H", "H", "H", "H", "H", "N", "C", "C", "C", "C", "H", "H", "H", "H", "H", "N", "C", "C", "C", "C", "H", "H", "H", "H", "H", "N", "C", "C", "C", "C", "H", "H", "H", "H", "H", "N", "C", "C", "C", "C", "H", "H", "H", "H", "H", "N", "C", "C", "C", "C", "H", "H", "H", "H", "H"], "positions_angstrom": [[-4.561, -1.547, -1.204], [-4.165, -0.188, -1.854], [-4.068, 0.851, -0.713], [-4.410, 2.539, -1.318], [-2.759, 0.780, 0.050], [-2.728, 0.411, 1.389], [-4.290, 0.039, 2.094], [-1.554, 0.328, 2.134], [-1.512, -0.090, 3.919], [-1.448, -1.705, 4.016], [-0.124, 0.355, 4.592], [-2.939, 0.698, 4.950], [-0.363, 0.586, 1.463], [-0.395, 0.956, 0.124], [-1.556, 1.076, -0.616], [-1.417, 1.511, -2.063], [-0.926, 3.013, -2.087], [-1.729, 3.903, -3.029], [-2.047, 3.273, -4.219], [1.209, 1.242, -0.619], [2.107, -0.104, 0.100], [1.815, -0.349, 1.436], [2.446, -1.396, 2.052], [3.350, -2.200, 1.370], [4.067, -3.553, 2.280], [4.579, -4.600, 1.441], [5.098, -2.986, 3.099], [2.706, -4.152, 3.407], [1.507, -4.077, 2.796], [2.734, -3.364, 4.488], [2.877, -5.618, 3.898], [3.908, -5.637, 4.763], [3.123, -6.470, 2.896], [1.607, -6.176, 4.641], [0.766, -6.651, 3.711], [1.974, -7.221, 5.382], [0.989, -5.269, 5.379], [3.655, -1.925, 0.040], [4.652, -2.730, -0.785], [6.099, -2.586, -0.250], [6.665, -1.174, -0.425], [8.001, -1.251, -0.631], [6.094, -0.452, -1.396], [6.538, -0.477, 0.726], [3.012, -0.875, -0.588], [3.259, -0.592, -1.873], [0.892, 0.474, 2.122], [1.446, 1.774, 2.528], [2.617, 1.801, 2.943], [0.674, 2.755, 2.476], [-4.503, -2.366, -1.920], [-3.865, -1.702, -0.370], [-5.559, -1.428, -0.768], [-3.209, -0.352, -2.350], [-4.960, 0.130, -2.535], [-4.917, 0.635, -0.070], [-0.505, -1.925, 4.102], [-0.091, 1.325, 4.642], [-2.349, 1.493, -2.624], [-0.715, 0.873, -2.608], [0.132, 2.973, -2.368], [-0.980, 3.421, -1.073], [-2.613, 4.290, -2.513], [-1.109, 4.782, -3.260], [2.205, -1.552, 3.100], [4.659, -2.351, -1.808], [4.393, -3.790, -0.811], [6.182, -2.826, 0.809], [6.751, -3.268, -0.807], [5.410, -6.645, -1.925], [4.154, -6.634, -2.469], [4.281, -6.492, -3.824], [5.671, -6.420, -4.113], [6.341, -6.520, -2.921], [5.617, -6.732, -0.946], [3.282, -6.726, -1.845], [3.468, -6.446, -4.530], [6.127, -6.308, -5.083], [7.394, -6.511, -2.697], [-7.580, 1.168, -0.698], [-7.669, 0.933, 0.648], [-8.848, 0.279, 0.885], [-9.495, 0.107, -0.369], [-8.687, 0.665, -1.325], [-6.817, 1.641, -1.154], [-6.886, 1.253, 1.315], [-9.207, -0.042, 1.850], [-10.445, -0.370, -0.548], [-8.804, 0.747, -2.392], [-13.252, -1.926, -0.538], [-13.544, -0.757, 0.112], [-14.653, -0.214, -0.478], [-15.050, -1.092, -1.523], [-14.167, -2.139, -1.532], [-12.484, -2.533, -0.318], [-12.938, -0.416, 0.933], [-15.129, 0.710, -0.193], [-15.887, -0.968, -2.190], [-14.111, -3.013, -2.159], [0.518, 5.815, -0.496], [1.447, 5.193, 0.294], [2.688, 5.560, -0.146], [2.508, 6.444, -1.247], [1.159, 6.588, -1.438], [-0.476, 5.716, -0.398], [1.144, 4.537, 1.102], [3.624, 5.228, 0.273], [3.280, 6.919, -1.830], [0.603, 7.164, -2.160], [-1.902, 8.294, -1.420], [-2.129, 9.487, -0.792], [-3.244, 10.051, -1.352], [-3.712, 9.159, -2.355], [-2.864, 8.084, -2.370], [-1.145, 7.667, -1.214], [-1.479, 9.830, -0.005], [-3.678, 10.997, -1.073], [-4.572, 9.292, -2.990], [-2.862, 7.192, -2.974], [-0.437, -5.315, -3.539], [0.123, -5.523, -2.309], [0.469, -6.845, -2.223], [0.108, -7.459, -3.453], [-0.446, -6.488, -4.244], [-0.786, -4.436, -3.874], [0.226, -4.716, -1.604], [0.931, -7.321, -1.373], [0.241, -8.493, -3.724], [-0.845, -6.531, -5.243], [6.504, 3.036, -1.117], [7.578, 3.391, -0.350], [7.646, 4.759, -0.329], [6.565, 5.248, -1.111], [5.879, 4.161, -1.582], [6.216, 2.093, -1.309], [8.198, 2.642, 0.114], [8.386, 5.344, 0.192], [6.319, 6.280, -1.304], [5.002, 4.090, -2.203], [7.005, 1.375, 5.498], [7.991, 0.489, 5.842], [7.722, -0.701, 5.218], [6.529, -0.525, 4.464], [6.113, 0.766, 4.655], [6.943, 2.325, 5.813], [8.794, 0.781, 6.498], [8.314, -1.599, 5.292], [6.028, -1.255, 3.850], [5.261, 1.301, 4.266]], "forces_ev_per_a": [[0.2717, 1.1653, 0.2300], [-0.3156, -0.6361, 0.6834], [0.0745, -0.5985, -0.4726], [-0.0021, -0.1271, 0.1329], [-0.1572, 0.4795, -0.8065], [-0.7634, 0.0873, 0.1525], [0.3525, -0.2089, 0.1985], [0.3059, -0.3921, 0.4051], [-1.0519, 0.7817, 1.1563], [0.8796, 0.7503, -0.1748], [-0.1960, -0.5302, -0.5552], [-0.0274, -0.1463, -0.2219], [-0.1526, 0.0929, -0.0740], [1.1207, -0.2681, 0.1019], [0.0290, -0.4956, -0.2153], [-0.5567, 1.1709, 0.1712], [0.1232, -1.1316, -0.4158], [0.9368, 0.8162, 0.8233], [-0.1707, -0.0415, 0.0754], [0.1204, -0.0932, -0.4991], [-1.1844, 0.9813, 0.0430], [0.2142, -0.0558, -0.2830], [-0.0711, -0.4222, 1.0817], [-0.8567, -0.0150, 0.1048], [2.4868, 1.0755, -0.9472], [-1.4008, -0.5842, -0.3024], [-0.6955, -0.0033, 0.9217], [-0.1916, -0.5510, 0.1360], [0.0817, 0.1712, -0.0612], [-0.2694, 0.0753, -0.0665], [0.0960, -0.0396, 0.5425], [0.0039, -0.0343, -0.1418], [0.0751, 0.1630, -0.0695], [0.1224, -0.5822, -0.9246], [-0.1814, 0.3687, 0.2086], [0.0385, 0.3270, 0.2950], [0.0779, -0.0698, 0.1288], [0.8685, -1.1574, -1.0152], [0.5085, 0.2382, 0.2697], [-0.2880, 0.1480, -0.6910], [0.3280, -0.8714, 1.5114], [-0.1542, 0.2746, -0.5639], [0.2708, 0.0693, -0.2353], [-0.3070, 0.2401, -0.2872], [-0.0627, 0.0991, 0.6117], [0.0394, -0.0399, -0.0741], [-0.0371, -0.1654, -0.5656], [1.3265, 2.1107, 1.1981], [-0.3382, -1.2022, -0.5545], [-0.9151, -0.7917, -0.2215], [-0.1292, 0.0320, 0.1469], [-0.1321, -0.3903, -0.1783], [0.0318, -0.3936, -0.1549], [-0.1975, 0.3942, -0.2477], [0.3455, -0.0445, -0.2065], [0.2440, 0.2626, 0.0600], [-0.1729, -0.3572, -0.0343], [0.1713, -0.0352, -0.0113], [0.0032, -0.2123, 0.2635], [0.0343, 0.0749, 0.2667], [-0.1666, 0.4098, -0.0210], [0.0135, 0.0682, -0.1848], [-0.2770, -0.4140, -0.4350], [-0.1272, -0.1740, -0.1914], [0.1458, 0.0219, -0.1428], [-0.1963, -0.1765, 0.1147], [-0.0080, 0.1692, 0.0413], [0.0861, 0.0325, -0.1159], [-0.1072, 0.1037, 0.0679], [-0.0039, -0.0097, -0.0928], [0.0157, 0.0170, 0.1688], [-0.0239, -0.0007, -0.0343], [0.0315, 0.0021, 0.0018], [0.0486, 0.0318, 0.0681], [-0.0350, 0.0292, 0.0002], [-0.0247, 0.0299, -0.0501], [-0.0129, -0.0069, 0.0303], [0.0008, 0.0002, 0.0122], [-0.0064, 0.0077, -0.0236], [-0.0438, -0.1167, -0.0130], [0.1124, 0.1048, -0.0405], [-0.0151, -0.0458, -0.0126], [-0.0321, -0.0548, -0.0027], [0.0510, 0.0268, -0.0171], [-0.0151, 0.0819, 0.0480], [-0.0379, 0.0127, 0.0263], [0.0177, 0.0052, -0.0022], [-0.0060, 0.0402, -0.0277], [-0.0262, 0.0009, 0.0131], [-0.0738, 0.0187, 0.0008], [0.0847, -0.0062, 0.0435], [-0.0111, -0.0030, 0.0178], [-0.0118, -0.0230, -0.0148], [0.0487, -0.0345, -0.0208], [-0.0047, 0.0118, 0.0043], [-0.0093, 0.0318, -0.0209], [0.0109, -0.0072, -0.0004], [0.0094, -0.0041, 0.0045], [-0.0115, 0.0212, -0.0103], [0.1500, 0.1716, -0.1008], [-0.1589, -0.2229, 0.2600], [0.0177, 0.0418, -0.0787], [-0.0160, -0.0039, 0.0221], [-0.1317, -0.0640, -0.0525], [0.0241, -0.0838, 0.0931], [0.0671, -0.0371, -0.0295], [-0.0046, -0.0033, -0.0136], [-0.0165, 0.0111, 0.0061], [0.1024, -0.0203, -0.0780], [-0.1508, -0.0177, -0.0230], [0.0691, 0.0029, 0.0243], [0.0076, 0.0083, 0.0210], [-0.0239, -0.0117, -0.0249], [0.0606, -0.0569, -0.0109], [0.0277, 0.1441, 0.0562], [-0.0094, 0.0047, -0.0102], [0.0045, -0.0111, 0.0033], [0.0069, -0.0086, 0.0075], [-0.0141, 0.0233, -0.0112], [0.0505, -0.0684, -0.0022], [-0.0286, 0.0653, 0.0289], [0.0201, 0.0164, 0.0375], [0.0020, -0.0107, -0.0399], [-0.0382, 0.0460, -0.0250], [0.0238, 0.0002, 0.0043], [0.0031, -0.0226, 0.0110], [-0.0343, -0.0043, 0.0043], [0.0063, 0.0125, -0.0002], [0.0034, -0.0214, 0.0121], [0.0091, 0.0874, -0.0065], [0.0243, -0.0728, -0.0376], [0.0199, -0.0026, 0.0159], [-0.0011, 0.0236, -0.0277], [-0.0082, -0.1036, -0.0652], [-0.0243, -0.0048, 0.0667], [-0.0165, 0.0147, 0.0244], [-0.0131, -0.0095, 0.0093], [-0.0128, -0.0095, 0.0138], [-0.0185, 0.0342, 0.0396], [0.0424, -0.0974, -0.0409], [0.0235, 0.0363, 0.0618], [0.0218, 0.0484, 0.0184], [-0.0443, 0.0390, -0.0692], [-0.0714, 0.1160, 0.0139], [-0.0170, -0.0025, -0.0287], [-0.0034, -0.0233, -0.0029], [0.0006, 0.0090, -0.0003], [0.1143, 0.1221, 0.1176], [-0.0384, -0.0489, -0.0307]]}